1.
Formula: C21H35CdFP2
Source: OMol25
Level of theory: ωB97M-V/def2-TZVPD

The largest force on an atom comes out at 4.4 eV/A. Its multiplicity is 1. The total energy comes out at -1771.0888 hartree. Its energy relative to the best compared isomer or geometry (same formula, charge and spin) is 6.770 eV. Its HOMO energy (spin up / spin down) is -6.61 / -6.68 eV.

```
60
Properties=species:S:1:pos:R:3:forces:R:3
P -0.80194 2.06908 -0.86622 -0.88 -1.57 -2.90
P -0.10159 -1.87829 -1.62832 -1.47 -3.31 -2.08
C -0.22102 0.98464 -2.28193 -0.08 0.40 -0.12
C -0.70662 -0.43519 -2.57769 0.01 0.32 -0.49
H 0.88226 1.01462 -2.21833 -0.35 -0.05 -0.12
H -0.51462 1.55941 -3.17599 0.29 -0.03 0.21
H -1.80273 -0.52383 -2.63270 0.29 0.25 0.21
H -0.34557 -0.62690 -3.59577 -0.18 -0.06 0.12
C 1.14795 -2.46588 -2.97411 0.21 0.43 -0.81
H 1.60341 -3.43164 -2.70286 -0.19 0.32 -0.02
H 1.95674 -1.73604 -3.13785 -0.08 -0.14 0.09
H 0.63153 -2.61016 -3.92904 0.18 0.07 -0.02
C -1.23123 -3.31835 -2.24716 -0.04 -0.57 -0.99
H -0.90435 -3.66056 -3.24062 -0.20 0.00 0.33
H -2.29546 -3.04835 -2.33201 0.33 0.10 0.16
H -1.14938 -4.18406 -1.56661 -0.13 0.53 -0.33
C -0.47657 3.65558 -1.79486 -0.70 -0.40 -0.17
H -0.78529 4.49677 -1.16204 0.18 -0.07 -0.50
H -1.09302 3.58910 -2.68945 0.19 0.37 -0.31
H 0.59163 3.67281 -2.05520 -0.27 0.24 -0.10
C -2.61228 1.93568 -0.90666 -0.41 0.17 0.07
H -2.92464 0.88727 -0.94915 0.18 0.17 0.04
H -3.01415 2.45603 -1.78222 0.06 -0.04 0.07
H -3.03835 2.38818 -0.00519 0.08 -0.05 -0.16
Cd 0.48587 3.23005 0.60471 -0.16 1.98 3.90
C 0.61171 -3.28944 -0.17872 1.93 -1.10 1.34
C 1.39761 -2.10128 -0.48423 -0.65 0.69 0.56
C 1.56547 -0.91322 0.40475 -0.10 -0.14 1.26
C 0.24396 -0.43349 1.06248 1.11 0.90 1.10
C -1.10637 -0.69743 0.54365 -0.44 3.39 0.37
C -1.54965 -1.76415 -0.27851 0.98 0.04 0.00
C -1.68029 -2.91523 0.70468 -0.11 -0.60 0.49
C -0.24937 -3.41896 1.02907 -0.27 -0.88 -0.29
C -1.19071 4.68693 1.27170 0.30 -0.04 -0.36
H 0.97786 -4.18744 -0.68404 -0.31 0.19 0.24
H 2.33656 -2.34252 -0.96588 -0.22 0.15 -0.57
H 2.06234 -0.09018 -0.14222 -0.37 -0.30 0.01
H 2.28268 -1.16698 1.22039 -0.37 0.20 -0.34
H 0.28213 -0.76214 2.12091 -0.02 0.13 -0.27
H 0.35514 0.67037 1.13796 -0.17 -0.93 0.23
H -1.82413 0.08065 0.84959 0.21 -0.39 0.12
H -2.47272 -1.56078 -0.83534 0.19 0.04 0.24
H -2.34055 -3.72533 0.38356 0.14 0.00 -0.20
H -2.10647 -2.50009 1.63552 -0.09 -0.36 -0.28
H 0.15612 -2.85474 1.86583 0.07 0.01 0.03
H -0.25150 -4.48335 1.32072 -0.18 0.41 0.06
H -1.38166 4.57700 2.33977 0.15 -0.12 0.10
H -2.15523 4.56805 0.77442 -0.13 -0.08 -0.16
H -0.90731 5.73113 1.11737 0.09 0.06 -0.01
F 3.12155 -0.69889 4.24446 -0.09 0.61 -0.05
C 2.60280 0.47151 3.74250 -0.38 -0.47 0.04
C 1.24240 0.71846 3.95849 0.51 1.28 -0.38
C 0.68659 1.84156 3.29401 0.75 -1.39 0.49
C 1.47207 2.50910 2.36089 0.01 1.61 -0.63
C 2.84553 2.38146 2.30835 0.74 -1.46 0.68
C 3.43336 1.30331 3.00224 0.33 0.40 0.05
H 0.64160 0.07941 4.59028 0.13 -0.06 0.12
H -0.36415 2.09297 3.47920 0.29 -0.17 -0.40
H 3.46802 3.05959 1.70101 -0.33 -0.61 0.26
H 4.51406 1.11418 2.95241 -0.54 -0.08 0.07
```
Positions in Å, forces in eV/Å.

Results of the natural (NBO) charge analysis, in e, for atoms 1 through 8: number 1, P, carries 0.70; number 2, P, carries 1.54; number 3, C, carries -0.69; number 4, C, carries -0.77; number 5, H, carries 0.23; number 6, H, carries 0.22; number 7, H, carries 0.24; number 8, H, carries 0.24

***

2.
Formula: C21H35Cl11F7N2O8PS
Source: OMol25
Level of theory: ωB97M-V/def2-TZVPD

As for the SMILES: CCOCCOC[C@@H]1O[C@@H](Cl)[C@](C(=O)[O-])(S(=O)(=O)C(F)(F)C(F)(F)C(F)(F)F)[N@@H+]([PH2]=O)[C@H]1CCCN.ClCCl.ClCCl.ClCCl.ClCCl.ClCCl. The largest force on an atom comes out at 8.6 eV/A. Its multiplicity is 1. The total energy comes out at -8032.9316 hartree. Its HOMO energy is -9.08 eV.

```
86
Properties=species:S:1:pos:R:3:forces:R:3
C -2.26688 -1.87196 2.76946 -0.06 -0.81 0.05
C -3.67083 -2.62064 2.44431 0.93 1.00 -0.77
O -4.05144 -2.24739 1.07603 1.02 -1.29 0.19
C -3.38098 -3.16007 0.14736 -0.48 0.11 -0.08
C -3.20130 -2.37207 -1.24491 -0.42 -1.08 0.65
O -1.79229 -2.28379 -1.62086 -0.99 0.93 -0.80
C -1.63816 -1.28805 -2.65526 0.18 0.62 0.15
C -0.67932 -0.12344 -2.06442 1.00 0.27 -1.10
O -1.16397 1.12712 -2.62835 1.74 0.40 0.88
C -0.46385 2.28472 -2.12873 -1.21 1.11 -1.41
Cl -1.54644 3.05694 -0.88952 1.13 -0.54 -0.58
C 1.07842 2.05803 -1.71728 -0.88 -0.54 1.44
C 1.37677 1.67686 -0.20236 2.89 -3.08 7.45
O 0.95271 2.33308 0.81241 0.02 -0.30 -4.99
O 2.21362 0.60794 0.15714 -3.01 3.70 -4.51
S 1.88236 3.74000 -2.08479 -4.18 5.57 -4.59
O 2.21508 3.86060 -3.57386 0.58 -2.10 3.91
O 0.89661 4.87962 -1.85399 2.81 -3.83 0.91
C 3.31810 4.15975 -0.97438 0.48 0.51 4.28
F 2.72684 4.62612 0.25330 1.27 -1.17 -3.07
F 4.14142 3.08075 -0.59598 -1.63 2.34 -1.52
C 4.14308 5.46432 -1.48780 0.39 1.43 1.72
F 4.98118 5.81767 -0.37610 -1.91 -1.16 -2.60
F 3.29744 6.58714 -1.68329 1.96 -3.10 0.08
C 5.10969 5.22773 -2.73013 2.68 2.05 -2.55
F 4.53902 5.62808 -3.97585 1.17 -1.58 3.50
F 6.21636 6.12381 -2.55449 -2.70 -2.25 -0.34
F 5.67761 3.94882 -2.83954 -1.94 2.73 0.38
N 1.58219 1.01433 -2.71630 -0.57 2.65 0.15
P 3.35810 0.87180 -2.82315 3.83 -5.20 -3.56
O 3.62976 -0.17213 -3.94939 -1.25 2.80 2.59
C 0.82726 -0.28215 -2.68093 -2.01 -3.36 -0.08
C 1.49290 -1.54220 -1.99286 0.02 -1.65 -0.30
C 1.70051 -2.74285 -3.07903 -1.08 -0.52 1.24
C 2.18014 -4.08258 -2.28450 -0.19 0.12 0.09
N 3.32334 -3.84473 -1.35249 -0.54 0.05 -0.43
H -2.41171 -0.85371 3.27125 0.16 -1.62 -0.54
H -1.68486 -1.67497 1.80016 -0.94 -0.43 1.30
H -1.63832 -2.60049 3.40746 -0.83 1.53 -0.78
H -3.53595 -3.76029 2.45910 -0.33 1.68 0.28
H -4.49876 -2.26802 3.14046 1.23 -0.53 -1.23
H -4.07589 -4.07839 0.04669 1.10 1.29 -0.17
H -2.38811 -3.55536 0.57468 -1.47 1.04 -0.78
H -3.73024 -2.96554 -2.07744 0.51 1.14 1.15
H -3.61917 -1.32097 -1.09249 0.36 -1.47 -0.27
H -1.22749 -1.74253 -3.63446 -0.36 0.61 1.64
H -2.64799 -0.80705 -2.94885 1.62 -0.59 0.65
H -0.65002 -0.09156 -0.92332 -0.21 -0.20 -1.47
H -0.43463 3.02253 -3.02343 -0.18 -1.11 1.50
H 1.31210 1.45663 -3.63281 0.52 -0.43 0.50
H 3.99251 0.36527 -1.64967 -1.08 0.88 0.04
H 4.03543 2.06329 -3.21878 -1.17 0.18 0.68
H 0.63311 -0.57295 -3.78535 0.61 0.79 1.71
H 0.72878 -1.97853 -1.23893 1.24 0.93 -1.02
H 2.45432 -1.39736 -1.41167 -1.33 0.34 -0.79
H 0.62592 -2.99051 -3.43580 1.81 0.42 0.04
H 2.39850 -2.45486 -3.93161 -0.95 -0.33 1.17
H 1.31844 -4.50260 -1.63974 1.29 0.86 -1.25
H 2.48512 -4.92323 -3.00853 -0.52 1.41 0.87
H 4.04201 -3.27938 -1.82414 -0.44 -0.28 0.57
H 3.01566 -3.40283 -0.47135 0.37 -0.14 -0.92
Cl 0.20390 8.92216 -0.64529 0.08 -0.05 -0.05
C 1.15899 7.90555 0.43983 0.19 -0.24 -0.17
Cl 0.67480 8.13815 2.12453 0.00 0.00 0.00
H 1.00946 6.86084 0.16944 -0.12 0.17 0.06
H 2.21095 8.16679 0.33486 -0.21 0.09 0.07
Cl -2.32797 -3.18869 6.22993 0.05 -0.08 0.09
C -3.38441 -4.54009 5.80302 0.00 -0.22 0.13
Cl -4.75738 -3.99825 4.82920 -0.19 -0.57 0.74
H -2.81218 -5.27000 5.23187 -0.08 0.20 -0.01
H -3.75828 -4.99842 6.71736 0.03 0.17 -0.13
Cl 1.12864 5.11962 5.40602 0.04 0.00 -0.11
C 2.07298 6.59454 5.16989 0.06 0.01 -0.22
Cl 2.08589 7.58715 6.63327 0.07 0.09 -0.02
H 3.09690 6.32254 4.91792 -0.16 -0.01 0.16
H 1.63281 7.16947 4.35658 0.02 -0.14 0.25
Cl -7.61894 -3.98784 3.04465 -0.11 0.10 -0.03
C -8.45178 -5.07109 4.16539 -0.15 0.09 0.17
Cl -7.85896 -6.72936 4.01213 -0.06 -0.03 0.07
H -8.27930 -4.72650 5.18397 0.11 -0.07 -0.19
H -9.51824 -5.05498 3.94587 0.21 -0.05 -0.08
Cl -0.84936 -5.13910 -0.46993 0.19 -0.26 -0.10
C 0.11320 -6.15541 0.60987 0.17 -0.22 -0.10
Cl -0.35691 -5.91802 2.29753 0.05 -0.02 0.03
H -0.04022 -7.19991 0.34310 -0.09 0.19 0.08
H 1.16514 -5.89601 0.49547 -0.18 0.07 0.05
```
Positions in Å, forces in eV/Å.

Results of the Mulliken charge analysis, in e, for atoms 1 through 8: number 1, C, carries -0.38; number 2, C, carries -0.26; number 3, O, carries -0.49; number 4, C, carries -0.31; number 5, C, carries -0.57; number 6, O, carries 0.10; number 7, C, carries -1.09; number 8, C, carries 0.59